The following is a quantum chemistry calculation of C40H30N2O7Pb as an isolated structure, from the Open Molecules 2025 dataset.

CARTESIAN COORDINATES (ANGSTROEM)
Pb (-0.595, 0.275, 1.227)
O (-0.088, -1.376, 2.664)
O (-0.815, -1.011, -0.359)
O (-2.197, 1.827, 1.187)
O (-5.889, -2.666, 2.644)
O (1.465, 0.305, 1.149)
O (-4.399, 2.041, 0.831)
O (-0.874, -3.089, 3.883)
N (-2.487, -0.563, 2.123)
N (-0.085, 1.797, -0.637)
C (-0.896, -1.442, -3.996)
C (2.531, 0.985, 5.102)
C (-5.065, -2.134, -1.530)
C (-4.816, -0.647, 1.915)
C (3.961, 2.799, 4.467)
C (-1.841, 0.659, -1.851)
C (5.023, -0.519, -0.503)
C (-3.991, -1.251, -1.613)
C (2.709, 1.608, 2.781)
C (3.612, 2.606, 3.141)
C (-1.018, -2.146, 3.137)
C (-4.780, -1.925, 2.480)
C (-0.162, 2.173, -2.972)
C (2.179, 0.791, 3.770)
C (4.316, 2.125, -0.115)
C (-2.473, -3.098, -1.506)
C (1.567, 2.703, 0.853)
C (-3.573, -2.477, 2.917)
C (5.786, 0.486, -1.082)
C (3.416, 1.989, 5.456)
C (-0.457, -1.202, -2.697)
C (2.302, 1.424, 1.317)
C (5.432, 1.810, -0.880)
C (3.537, 1.125, 0.457)
C (-2.426, -1.748, 2.712)
C (0.996, 2.576, -0.529)
C (0.908, -1.198, -2.433)
C (1.819, -1.424, -3.457)
C (1.377, -1.657, -4.751)
C (0.014, -1.669, -5.017)
C (3.911, -0.203, 0.261)
C (-0.664, 1.582, -1.821)
C (-3.434, 1.413, 1.207)
C (0.944, 2.997, -2.877)
C (1.533, 3.205, -1.639)
C (-1.452, -0.819, -1.596)
C (-3.619, 0.008, 1.756)
C (-2.685, -1.723, -1.605)
C (-4.843, -3.496, -1.428)
C (-3.537, -3.977, -1.415)
H (1.252, -1.013, -1.423)
H (0.743, 2.869, 1.559)
H (2.088, -1.834, -5.547)
H (-3.534, -3.442, 3.401)
H (-3.351, -5.041, -1.336)
H (2.216, 3.572, 0.935)
H (-5.736, -0.170, 1.604)
H (4.070, 3.169, 0.032)
H (-6.658, -2.200, 2.296)
H (6.652, 0.239, -1.682)
H (-5.677, -4.183, -1.363)
H (-2.551, 0.992, -1.093)
H (-0.342, -1.860, -6.022)
H (3.317, -0.990, 0.707)
H (-6.077, -1.747, -1.552)
H (2.399, 3.842, -1.533)
H (5.296, -1.557, -0.644)
H (-1.960, -1.461, -4.208)
H (3.693, 2.135, 6.492)
H (-2.337, 0.731, -2.819)
H (1.524, -0.029, 3.507)
H (4.666, 3.578, 4.729)
H (1.348, 3.474, -3.760)
H (2.115, 0.334, 5.860)
H (-1.455, -3.471, -1.486)
H (-4.201, -0.191, -1.686)
H (-0.639, 1.976, -3.922)
H (6.022, 2.605, -1.318)
H (4.062, 3.235, 2.382)
H (2.880, -1.410, -3.236)

Properties
HOMO: -8.986 eV
Charge: 0